The following is a quantum chemistry calculation of the molecule C2H4N2P2, from OMol25.

The total energy comes out at -23691.6493 eV. The calculation puts the energy relative to the best compared isomer or geometry (same formula, charge and spin) at 75.5 kcal/mol. The calculation puts the LUMO energy (alpha / beta) at -0.79 / -0.92 eV. The highest occupied orbital energy (alpha / beta) comes out at -8.05 / -7.98 eV. Its charge is 0. As for the multiplicity: 1.

Geometry as XYZ:
```
10
Properties=species:S:1:pos:R:3:forces:R:3
C -1.775768 0.904486 -0.178801 -0.687 -0.311 -0.336
C -0.991392 -1.396835 0.264364 0.990 0.850 0.766
N -0.587063 1.228473 -0.049830 0.444 -2.311 0.567
N 0.112755 -0.734852 0.402349 -0.685 3.380 -1.245
P -2.549674 -0.791635 -0.128863 0.091 0.539 0.164
P 1.664180 -0.290368 -0.268747 -0.390 -1.183 0.607
H -2.484872 1.724644 -0.331876 0.025 0.053 -0.144
H -0.826223 -2.259695 0.869037 -0.662 -1.815 -0.248
H 2.379663 -1.267881 0.577788 -0.091 1.092 -0.354
H 1.611928 0.884823 0.511325 0.964 -0.295 0.223
```
Forces are in eV/Å.

=====

The following is a quantum chemistry calculation of the molecule C2H4N2S, from OMol25.

The total energy comes out at -15949.8304 eV. The calculation puts the energy relative to the best compared isomer or geometry (same formula, charge and spin) at 93.5 kcal/mol. The calculation puts the LUMO energy at 0.53 eV. The highest occupied orbital energy comes out at -8.62 eV. Its charge is 0. As for the multiplicity: 1. Its SMILES is C1NN2S[C@@H]12.

Geometry as XYZ:
```
9
Properties=species:S:1:pos:R:3:forces:R:3
C -0.163744 -0.327277 0.274066 -1.524 3.399 -0.715
N 1.145804 -0.055659 -0.319503 -0.049 -0.604 1.268
N 0.924249 1.043488 -1.090387 -0.799 0.854 -0.394
S -0.345727 0.658883 -2.475924 0.031 -0.177 -0.511
C -0.535451 1.084834 -0.820743 3.201 -6.359 1.018
H -0.300896 0.039199 1.387335 0.557 -1.006 -2.199
H -0.762671 -1.220054 0.014640 0.730 0.331 0.183
H 1.786639 -0.740516 -0.668123 0.092 -0.313 -0.139
H -1.103696 1.787860 -0.436447 -2.238 3.875 1.490
```
Forces are in eV/Å.

=====

The following is a quantum chemistry calculation of the molecule C2H4N2S, from OMol25.

The total energy comes out at -15951.5421 eV. The calculation puts the energy relative to the best compared isomer or geometry (same formula, charge and spin) at 54.0 kcal/mol. The calculation puts the LUMO energy at 0.74 eV. The highest occupied orbital energy comes out at -8.05 eV. Its charge is 0. As for the multiplicity: 1. Its SMILES is C1=NNCS1.

Geometry as XYZ:
```
9
Properties=species:S:1:pos:R:3:forces:R:3
C -1.416750 0.856862 0.085932 3.863 -0.400 -0.649
N -0.205990 1.284719 0.013571 0.725 1.199 0.008
N 0.847761 0.415385 -0.036751 -2.439 -1.846 1.800
C 0.654052 -1.060484 0.141387 -2.550 2.630 1.269
S -1.381589 -0.874621 -0.062186 0.371 -2.286 0.499
H -2.076608 1.662510 -0.161810 -1.226 -0.468 0.282
H 1.589733 0.786003 -0.515023 2.030 0.819 -1.196
H 1.023764 -1.665119 -0.678474 0.055 -0.063 0.060
H 0.965627 -1.405255 1.213358 -0.831 0.414 -2.074
```
Forces are in eV/Å.

=====

The following is a quantum chemistry calculation of a cluster of 2 separate species, C2H4N2S in total, from OMol25.

The total energy comes out at -15948.5218 eV. The calculation puts the energy relative to the best compared isomer or geometry (same formula, charge and spin) at 62.5 kcal/mol. The calculation puts the LUMO energy (alpha / beta) at 0.51 / -1.68 eV. The highest occupied orbital energy (alpha / beta) comes out at -7.21 / -8.71 eV. The expectation value of S² is 2.0095. Its charge is 0. As for the multiplicity: 3.

Geometry as XYZ:
```
9
Properties=species:S:1:pos:R:3:forces:R:3
C -0.269313 -0.734373 0.398836 1.123 2.643 -0.851
C 0.538926 0.478783 0.006076 -1.639 0.075 1.628
N -1.305588 -0.958303 0.989188 0.121 0.897 0.211
N 0.049539 1.318440 -0.959722 -2.623 -4.149 0.903
S 1.797492 0.854080 1.054626 -0.598 -0.562 -1.074
H 1.034933 -2.294390 -0.205473 0.602 -0.860 -0.239
H -1.570576 -1.836657 1.381344 -0.272 -0.952 -0.051
H -0.865768 1.138057 -1.415076 1.278 0.204 0.579
H 0.590355 2.034363 -1.249800 2.009 2.704 -1.106
```
Forces are in eV/Å.

=====

> What is the formula in the third record?

C2H4N2S